112
Properties=species:S:1:pos:R:3:mulliken_charge:R:1 method="wB97M-V/def2-TZVPD" lumo_energy_ev=-0.5 de_lowest_kcal_mol=260.1 total_charge=0 energy_ha=-3153.8721
C -4.961 -1.900 1.988 0.628
O -4.578 -3.045 1.959 -0.722
N -6.075 -1.532 2.376 -0.360
N -4.173 -0.896 1.627 -0.207
H -6.301 -0.601 2.057 0.174
H -6.709 -2.256 2.682 0.297
H -4.630 -0.023 1.406 0.228
H -3.323 -1.084 1.115 -0.030
C 3.924 -0.418 -3.209 0.454
O 4.094 0.006 -4.327 -0.741
N 4.762 -0.523 -2.240 -0.367
N 2.837 -0.856 -2.721 0.020
H 4.387 -0.648 -1.311 0.315
H 5.640 -0.049 -2.401 0.222
H 2.128 -1.233 -3.334 0.029
H 2.995 -1.126 -1.761 0.275
C -0.976 0.965 4.359 0.765
O -0.888 2.081 4.819 -0.744
N -0.006 0.494 3.692 -0.187
N -2.056 0.320 4.234 -0.239
H 0.694 1.208 3.551 0.003
H 0.024 -0.418 3.258 0.086
H -2.796 0.609 4.857 0.202
H -2.135 -0.568 3.758 0.070
C 0.271 -6.372 0.511 0.516
O 0.969 -7.171 -0.122 -0.711
N 0.011 -5.124 0.255 -0.299
N -0.329 -6.606 1.574 -0.304
H 0.633 -4.837 -0.487 0.135
H -0.337 -4.506 0.975 0.168
H -1.078 -5.962 1.786 0.156
H -0.455 -7.591 1.760 0.255
C 3.559 3.378 -3.122 0.625
O 2.634 3.408 -3.916 -0.698
N 4.758 3.770 -3.515 -0.380
N 3.463 2.915 -1.905 0.098
H 5.508 3.577 -2.867 0.105
H 4.884 4.288 -4.373 0.227
H 4.358 2.926 -1.438 0.037
H 2.585 2.726 -1.443 -0.018
C -4.072 3.173 -1.851 0.762
O -4.438 3.455 -0.757 -0.699
N -3.282 2.179 -2.202 0.005
N -4.390 3.989 -2.812 -0.441
H -2.942 2.041 -3.143 0.142
H -2.985 1.515 -1.502 -0.267
H -5.173 4.541 -2.490 0.269
H -4.286 3.733 -3.783 0.174
C -4.236 -1.529 -2.013 0.606
O -3.014 -1.669 -2.083 -0.597
N -4.959 -0.672 -2.660 -0.329
N -5.061 -2.401 -1.490 -0.414
H -5.949 -0.804 -2.808 0.159
H -4.518 0.069 -3.186 0.219
H -4.661 -3.217 -1.050 0.233
H -5.976 -2.034 -1.270 0.170
C 1.210 3.416 1.978 0.524
O 2.108 3.094 1.223 -0.670
N 1.207 4.338 2.899 -0.420
N 0.036 2.872 1.962 0.474
H 0.466 4.282 3.583 0.162
H 2.100 4.725 3.171 0.290
H -0.125 2.114 1.314 -0.912
H -0.662 3.342 2.520 0.224
C -0.208 0.263 -0.081 0.291
O -0.612 1.362 -0.402 -0.362
N -0.899 -0.874 -0.239 0.800
N 1.012 0.044 0.477 1.181
H -0.521 -1.768 0.041 -0.517
H -1.812 -0.726 -0.646 -0.439
H 1.489 0.915 0.661 -0.457
H 1.370 -0.899 0.528 -0.335
C -1.210 -3.166 3.397 0.290
O -0.682 -2.705 2.420 -0.206
N -0.683 -3.193 4.549 -0.417
N -2.328 -3.703 3.363 -0.297
H 0.230 -2.762 4.528 0.299
H -1.311 -3.267 5.337 0.162
H -2.547 -4.256 4.180 0.105
H -2.785 -4.076 2.543 0.303
C 5.544 1.907 0.952 0.506
O 6.260 1.069 0.520 -0.646
N 5.689 3.197 0.709 -0.380
N 4.408 1.650 1.546 -0.436
H 6.564 3.519 0.322 0.210
H 4.916 3.770 1.013 0.196
H 3.468 2.014 1.492 0.524
H 4.294 0.647 1.510 -0.013
C 3.617 -2.061 0.873 0.336
O 3.847 -1.120 0.122 -0.466
N 4.280 -2.294 1.988 -0.421
N 2.688 -2.950 0.653 -0.154
H 5.045 -1.660 2.169 0.296
H 4.197 -3.047 2.655 0.160
H 2.684 -3.815 1.176 0.164
H 2.229 -2.906 -0.245 -0.011
C -0.236 -2.002 -4.648 0.682
O 0.350 -2.977 -5.000 -0.696
N -0.299 -1.625 -3.407 0.022
N -0.886 -1.205 -5.473 -0.452
H -0.393 -0.644 -3.186 0.034
H 0.115 -2.242 -2.723 -0.040
H -1.165 -0.275 -5.197 0.187
H -0.592 -1.453 -6.407 0.253
C -0.716 4.835 -0.985 0.422
O -0.915 5.869 -1.616 -0.788
N -1.414 4.406 -0.004 -0.066
N 0.263 4.003 -1.233 0.028
H -1.389 3.436 0.278 0.107
H -2.213 5.022 0.046 0.284
H 1.004 4.461 -1.745 0.153
H 0.546 3.406 -0.469 -0.140